# 1
53
Properties=species:S:1:pos:R:3:forces:R:3:nbo_charge:R:1 method="wB97M-V/def2-TZVPD" lumo_energy_ev="-2.8025 / -9.3493" multiplicity=2 total_charge=+1 s_squared=0.76 homo_ev="-12.459 / -12.459" orbital_gap_ha="0.35487 / 0.11427"
K 0.256364 1.565478 0.461955 -0.329 0.385 -0.049 0.965
P -3.103971 1.596826 1.254568 -3.285 3.894 -0.410 2.585
F -2.350365 0.214531 0.921626 -0.351 -1.005 -0.336 -0.613
F -3.742860 0.971283 2.620031 0.257 0.265 -1.268 -0.573
F -1.824959 2.078968 2.098804 0.846 -0.171 0.038 -0.606
F -3.704337 3.127671 1.478877 0.239 -1.315 0.595 -0.582
F -2.444889 2.197648 -0.147383 0.502 -0.676 0.268 -0.614
F -4.531066 1.343381 0.393765 2.053 -1.273 0.963 -0.578
C 3.552758 2.236861 -4.748128 0.176 0.028 0.067 -0.418
C 2.602299 1.661252 -5.789274 -2.009 -0.447 0.832 -0.395
C 1.163616 1.518983 -5.091475 1.204 0.888 1.197 -0.620
S 1.593007 1.097703 -3.343263 -0.355 1.451 0.306 2.071
O 1.324879 -0.335625 -3.297574 0.280 0.077 0.867 -0.988
O 0.976867 2.006192 -2.329028 0.804 -1.775 -1.511 -0.959
C 3.406167 1.500189 -3.413334 -0.716 -0.625 -0.546 -0.619
H 3.343819 3.303869 -4.671066 0.288 0.012 0.285 0.227
H 4.566973 2.053832 -5.103039 0.072 0.484 0.026 0.241
H 2.950440 0.671496 -6.084738 -0.136 0.122 -0.380 0.220
H 2.494713 2.368109 -6.612003 0.176 -0.440 -0.200 0.246
H 0.412047 0.779480 -5.367854 0.569 -0.184 -0.368 0.256
H 0.638967 2.469535 -4.995115 0.217 0.227 -0.269 0.247
H 3.927746 0.545255 -3.477951 -0.151 -0.139 0.040 0.241
H 3.766776 2.017014 -2.523977 -0.464 0.140 -0.097 0.264
C 0.462684 -1.185217 5.850244 -0.115 -0.641 -1.091 -0.422
C -0.456547 -0.064157 6.340501 -0.324 0.402 0.676 -0.420
C -0.945406 0.806957 5.162661 0.818 -0.975 -0.748 -0.627
S 0.603386 0.888136 4.137267 -0.522 0.794 1.963 2.091
O 1.207987 2.216719 4.276085 -0.287 -1.712 -0.220 -0.918
O 0.273534 0.417307 2.815093 0.532 -0.554 -0.904 -1.015
C 1.532399 -0.476768 5.074779 0.011 1.844 -0.206 -0.593
H 0.073155 -1.923713 5.149551 -1.037 0.102 0.127 0.210
H 0.869381 -1.807908 6.647080 0.114 0.410 0.243 0.239
H 0.156298 0.579590 6.971462 0.147 0.037 0.190 0.215
H -1.212843 -0.457128 7.019978 -0.385 0.165 -0.405 0.243
H -1.288175 1.838514 5.243297 0.292 -0.087 0.759 0.273
H -1.711228 0.296032 4.579079 0.196 -0.132 -0.220 0.252
H 2.097374 0.060091 5.836807 0.695 0.156 -0.567 0.239
H 2.112179 -1.013926 4.324174 0.037 0.006 0.311 0.244
C -1.470636 -2.203356 -2.684845 2.566 1.701 -1.469 -0.435
C -2.538407 -2.047141 -1.647212 -0.422 -0.395 0.448 -0.461
C -2.028920 -2.572018 -0.328301 -1.595 0.060 -0.137 -0.459
S -0.156533 -2.559808 -0.418824 1.393 0.965 1.882 2.026
O 0.376998 -3.662444 0.341869 -0.383 0.836 -0.654 -0.770
O 0.276449 -1.164693 -0.114830 -0.885 -1.945 -0.859 -0.654
C -0.147847 -2.877683 -2.202741 -1.562 -1.257 0.264 -0.537
H -1.081122 -1.230562 -2.984910 -0.596 0.374 -0.254 0.265
H -1.751676 -2.700549 -3.613240 -0.152 -0.141 0.100 0.272
H -3.408932 -2.652018 -1.901020 -0.079 -0.822 0.123 0.289
H -3.077828 -1.101734 -1.589370 0.968 0.593 0.085 0.293
H -2.095473 -3.658790 -0.277426 0.086 -0.172 0.303 0.267
H -2.478789 -2.075394 0.531403 0.570 0.002 0.249 0.322
H -0.343715 -3.949279 -2.240446 0.414 -0.302 0.474 0.262
H 0.877261 -2.708992 -2.532590 -0.381 0.762 -0.511 0.311

***

# 2
70
Properties=species:S:1:pos:R:3:forces:R:3:nbo_charge:R:1 method="wB97M-V/def2-TZVPD" lumo_energy_ev="-9.4720 / -10.3319" multiplicity=4 total_charge=+3 s_squared=3.80 homo_ev="-16.595 / -16.685" orbital_gap_ha="0.26178 / 0.23346"
Tc -0.864924 -0.602968 1.043738 -0.004 0.601 0.098 0.749
C 5.352627 -1.922041 -0.618396 0.033 -0.066 -0.050 -0.689
C 4.435644 -0.987776 0.063558 0.027 0.096 -0.088 0.374
N 4.709659 0.233943 0.416272 0.159 0.080 -0.129 -0.187
N 3.594734 0.693513 1.003807 -0.311 -0.348 0.052 -0.302
C 2.627303 -0.220484 1.061427 0.120 0.065 -0.011 0.246
S 1.177416 0.004618 1.993926 0.179 -0.112 -0.016 0.064
N 3.146630 -1.301136 0.440469 -0.017 0.510 0.336 -0.183
N 2.522233 -2.541652 0.346128 -0.169 0.021 -0.179 -0.611
H 6.259684 -1.385203 -0.881108 0.033 0.003 0.003 0.293
H 4.903912 -2.317598 -1.531118 0.016 -0.022 -0.005 0.249
H 5.624940 -2.750892 0.037844 0.011 -0.020 -0.018 0.262
H 3.560237 1.637919 1.364395 -0.016 -0.015 -0.030 0.459
H 1.798606 -2.466215 -0.366747 -0.019 -0.112 -0.036 0.389
H 3.220316 -3.200448 0.011802 -0.020 -0.090 0.146 0.399
Se -3.365511 -1.509330 1.364760 -0.070 -0.185 -0.084 0.414
Se -3.409966 -0.695687 3.577631 -0.008 0.119 -0.033 0.345
C -2.651304 1.023738 3.200940 -0.189 -0.030 -0.004 0.060
C -3.067732 2.063074 4.018419 0.025 -0.054 -0.065 -0.253
C -2.586223 3.338420 3.773079 0.042 -0.043 -0.087 -0.075
C -1.747674 3.527675 2.684194 -0.063 -0.083 0.017 -0.221
C -1.391903 2.434087 1.924616 0.179 0.192 -0.070 0.083
N -1.794299 1.177260 2.177080 -0.045 -0.060 0.355 -0.563
C -2.240659 -2.981883 1.916440 -0.006 -0.089 -0.008 0.051
C -2.661333 -4.241514 2.271356 0.026 0.164 -0.097 -0.235
C -1.689059 -5.109493 2.767617 0.091 0.008 0.017 -0.085
C -0.376771 -4.677466 2.881262 -0.008 0.092 -0.036 -0.216
C -0.043553 -3.389999 2.479762 0.055 -0.157 0.040 0.090
N -0.972218 -2.562243 1.999132 -0.060 0.093 0.174 -0.533
H -3.778977 1.883809 4.813610 0.000 -0.027 -0.006 0.266
H -2.891844 4.168697 4.393879 -0.008 0.027 0.029 0.265
H -1.382585 4.507817 2.417820 0.027 0.035 -0.010 0.259
H -0.746795 2.566203 1.069946 0.006 -0.063 0.063 0.200
H -3.696603 -4.537619 2.178853 -0.028 0.009 -0.003 0.273
H -1.963419 -6.109691 3.073166 -0.014 -0.038 0.004 0.269
H 0.389444 -5.326666 3.278006 0.027 -0.021 0.018 0.268
H 0.967754 -3.010494 2.521438 0.008 -0.017 0.030 0.245
C -3.805158 3.479379 -2.651798 0.031 0.027 -0.027 -0.139
C -2.485005 3.876585 -2.809970 -0.038 -0.056 0.021 -0.203
C -1.459746 3.105412 -2.282030 -0.051 -0.040 0.039 -0.117
C -1.767840 1.929485 -1.593428 0.098 0.107 0.040 -0.450
C -3.099875 1.536535 -1.434849 0.058 -0.080 0.074 -0.183
C -4.112887 2.309368 -1.965947 -0.047 0.033 -0.030 -0.190
P -0.474025 0.866760 -0.955328 -0.090 -0.112 -0.006 1.159
C 1.125849 1.667359 -1.205758 -0.011 -0.090 -0.011 -0.321
C 2.038827 1.101077 -2.096533 -0.041 -0.045 0.008 -0.223
C 3.240702 1.739092 -2.366685 0.032 0.015 0.022 -0.195
C 3.543427 2.943380 -1.751208 0.024 -0.022 0.008 -0.159
C 2.642932 3.510132 -0.857259 0.039 0.001 -0.009 -0.197
C 1.443446 2.876406 -0.581067 -0.089 0.030 0.031 -0.226
C -0.486856 -0.735434 -1.750608 -0.029 -0.111 -0.122 -0.409
C -0.523554 -1.146018 -3.079825 -0.002 0.159 0.118 -0.123
C -0.580110 -2.503971 -3.335741 -0.005 -0.073 -0.052 -0.159
C -0.614692 -3.427329 -2.286779 -0.016 0.016 0.122 -0.163
C -0.614511 -3.018873 -0.962312 0.009 0.244 -0.199 -0.245
C -0.554095 -1.638453 -0.675470 0.025 -0.389 -0.302 -0.207
H -4.600722 4.078317 -3.072198 -0.022 0.026 -0.001 0.250
H -2.250837 4.781507 -3.352263 0.003 0.024 -0.012 0.249
H -0.433549 3.415605 -2.420509 0.022 -0.005 -0.012 0.221
H -3.348028 0.616264 -0.914018 0.039 0.017 -0.012 0.200
H -5.142995 2.003240 -1.855237 -0.043 -0.011 0.002 0.243
H 1.807809 0.176682 -2.609053 -0.026 -0.034 -0.004 0.227
H 3.929855 1.305365 -3.076799 0.040 -0.023 -0.035 0.246
H 4.472822 3.446754 -1.975040 0.042 0.031 -0.012 0.254
H 2.864880 4.461146 -0.394707 0.021 0.047 0.035 0.248
H 0.753813 3.366512 0.093889 -0.032 -0.024 -0.022 0.217
H -0.518150 -0.430124 -3.891257 0.010 0.039 -0.016 0.245
H -0.608857 -2.861283 -4.355858 0.006 0.002 -0.033 0.256
H -0.669435 -4.481297 -2.519867 0.006 -0.069 0.001 0.252
H -0.681211 -3.761835 -0.183501 0.028 -0.096 0.080 0.225

***

# 3
14
Properties=species:S:1:pos:R:3:forces:R:3:nbo_charge:R:1 method="wB97M-V/def2-TZVPD" lumo_energy_ev=0.9142 multiplicity=1 homo_ev=-8.464 orbital_gap_ha=0.34465 relative_energy_kcal_mol=87.1
C 1.517339 -0.303679 0.705713 -0.940 -0.920 -1.182 0.761
C -0.046276 1.721824 0.374552 3.274 -0.514 -2.039 -0.401
C -1.419276 -0.931812 -0.564162 0.161 -1.683 -0.768 -0.449
N 1.087072 -1.320256 -0.143472 -1.222 -2.058 -0.110 -0.507
N 0.344674 0.356924 0.482151 -1.474 0.371 0.108 -0.312
N -0.007443 -0.523767 -0.591491 0.089 1.846 -1.493 -0.149
O 2.488487 -0.168197 1.348452 1.951 0.764 1.341 -0.582
H 0.303110 2.199733 1.223184 0.233 1.223 1.763 0.222
H 0.455283 2.175652 -0.515784 -0.403 -0.081 0.489 0.186
H -1.055944 1.743530 0.229317 -2.760 0.406 -0.037 0.201
H -1.374916 -2.062999 -0.386275 -0.731 1.541 0.042 0.216
H -1.827386 -0.341030 0.259565 -0.596 -0.645 -0.030 0.208
H -2.032106 -0.722367 -1.561248 1.717 -0.314 2.010 0.210
H 1.567378 -1.823559 -0.860497 0.702 0.065 -0.094 0.395

***

# 4
17
Properties=species:S:1:pos:R:3:forces:R:3:nbo_charge:R:1 method="wB97M-V/def2-TZVPD" lumo_energy_ev=0.9921 multiplicity=1 homo_ev=-5.484 orbital_gap_ha=0.23799 relative_energy_kcal_mol=127.2
C 0.642192 -1.867547 -0.451513 -0.442 0.039 -0.375 -0.434
C -0.370144 0.963480 0.278424 4.657 0.755 -0.485 0.143
C 0.851311 0.380359 0.401722 -2.295 4.147 -1.368 0.194
N -1.916326 -0.615028 -0.471766 -0.452 -1.336 -1.839 -0.692
N -0.898680 2.152864 0.092664 -2.084 3.958 -0.549 -0.841
N 2.119527 0.712199 0.405094 4.513 1.004 0.160 -0.829
N -0.970292 -0.202662 0.456488 -3.569 -2.463 2.597 -0.137
N 0.312957 -0.816735 0.500162 0.015 -6.045 0.891 -0.261
H -2.422045 -1.407456 -0.084361 -0.161 0.423 0.100 0.355
H -2.573613 0.135232 -0.673375 0.373 -0.131 0.172 0.365
H -0.315445 2.975726 0.009278 -0.213 -0.488 0.063 0.394
H -1.863095 2.346564 0.327128 0.365 -0.077 0.275 0.381
H 2.807223 0.039931 0.723536 -0.335 0.196 0.066 0.386
H 2.392419 1.672903 0.577581 -0.225 -0.393 0.093 0.385
H 1.682403 -2.185886 -0.320147 -0.202 0.237 0.186 0.204
H 0.513557 -1.540323 -1.491232 -0.024 0.007 -0.024 0.185
H 0.008052 -2.743620 -0.279684 0.079 0.167 0.037 0.202

***

# 5
23
Properties=species:S:1:pos:R:3:forces:R:3:nbo_charge:R:1 method="wB97M-V/def2-TZVPD" lumo_energy_ev=0.6834 multiplicity=1 homo_ev=-10.432 orbital_gap_ha=0.40848 relative_energy_kcal_mol=60.8
C 2.461736 0.220152 0.073995 -0.773 -0.973 0.760 0.789
C 1.410963 -0.649443 0.738077 0.163 -1.701 2.863 -0.813
C -0.168889 0.045696 -0.948664 -1.654 1.047 -2.697 -0.439
C -0.431508 1.263732 -0.030031 -1.036 -0.457 0.099 -0.424
C -1.809586 0.940174 0.626105 -0.319 0.110 -1.475 -0.414
C -2.340545 -0.387651 -0.026083 -0.360 0.645 0.208 -0.409
C -1.077678 -1.091973 -0.486716 -0.245 -1.006 -1.282 -0.423
H 4.231425 0.041459 -0.650493 -1.675 -1.312 2.305 0.496
H 0.374694 -0.231725 0.573331 3.136 -1.663 2.201 0.298
H 1.466809 -1.763756 0.487977 0.067 1.641 -0.465 0.241
H 1.618029 -0.769942 1.828647 0.163 0.669 -0.412 0.242
H -0.422015 0.328905 -1.988221 -0.294 -0.137 0.316 0.219
H 0.838049 -0.285176 -0.990402 -0.135 0.146 -1.188 0.216
H -0.381289 2.227351 -0.494540 -0.181 0.338 -0.685 0.228
H 0.348326 1.291611 0.707866 -0.242 0.677 0.392 0.218
H -2.543570 1.735731 0.466618 0.184 0.006 0.169 0.213
H -1.662169 0.822899 1.676298 -0.120 -0.202 0.838 0.200
H -3.055060 -0.209367 -0.858075 0.655 0.193 0.298 0.203
H -2.927876 -0.926186 0.708676 0.028 -0.367 0.153 0.209
H -1.186792 -1.752351 -1.389001 -0.319 0.240 1.012 0.219
H -0.619201 -1.698565 0.330500 -0.595 0.410 -0.699 0.204
O 2.260138 1.302276 -0.405597 1.063 0.060 -0.065 -0.594
O 3.616019 -0.453857 0.049728 2.490 1.635 -2.646 -0.679

***

# 6
54
Properties=species:S:1:pos:R:3:forces:R:3:nbo_charge:R:1 method="wB97M-V/def2-TZVPD" lumo_energy_ev=2.2802 multiplicity=1 total_charge=-1 homo_ev=-3.455 orbital_gap_ha=0.21078 relative_energy_kcal_mol=94.0
O -0.473883 1.308985 -0.406375 0.320 -0.397 0.349 -1.377
H -0.665505 0.564926 0.197109 0.080 0.479 -0.391 0.388
C 4.377486 0.977060 1.282446 0.910 -1.542 1.888 0.745
O 5.290980 0.447647 1.865073 2.308 -0.469 0.927 -0.701
N 3.458164 1.684750 1.884629 -2.111 2.180 2.491 -0.827
N 4.070262 0.783916 0.054217 -0.647 -0.707 -5.238 -0.817
H 2.578644 1.753600 1.392895 -0.309 0.306 0.659 0.399
H 3.465797 1.517914 2.880723 -0.423 0.340 -0.147 0.392
H 3.112160 1.002549 -0.178870 0.262 -0.291 -0.875 0.405
H 4.632082 0.177716 -0.526284 -0.327 0.182 0.197 0.397
C -0.819080 4.061773 -5.890430 -0.812 0.486 -0.193 0.753
O -1.007120 5.066114 -6.547415 0.109 0.696 -0.602 -0.685
N -0.263860 4.002422 -4.708523 2.325 1.518 3.339 -0.831
N -1.244157 2.854595 -6.209016 -1.507 -2.268 -2.219 -0.841
H 0.073905 4.878033 -4.335254 -0.044 -0.309 0.119 0.396
H -0.384939 3.233188 -4.065316 -0.011 0.232 -0.135 0.410
H -0.884464 2.025331 -5.758418 -0.339 0.168 -0.356 0.399
H -1.821811 2.833086 -7.037242 0.268 -0.585 0.169 0.397
C 0.322193 6.913810 1.196826 -0.221 0.437 -0.580 -0.640
C -1.152489 6.591252 1.386558 0.038 -0.257 0.019 -0.056
O -1.342242 5.332311 1.971774 -0.265 -0.439 0.378 -0.728
H 0.924640 6.729793 2.086368 -0.208 0.338 0.116 0.213
H 0.371340 7.937663 0.826135 0.330 0.335 0.430 0.199
H 0.798699 6.357737 0.389465 -0.303 -0.476 -0.019 0.209
H -1.703541 6.678176 0.450144 0.124 -0.112 -0.422 0.153
H -1.689695 7.274710 2.044133 0.456 0.285 0.240 0.163
H -1.032319 4.640897 1.382273 0.047 -0.241 -0.192 0.486
C -1.760984 -1.220395 4.903962 1.003 -0.729 0.196 -0.627
C -1.104663 -0.276828 5.915644 -0.428 1.184 -1.225 -0.057
O -1.481850 -0.678154 7.189245 -0.779 -0.840 1.154 -0.737
H -1.698644 -0.845949 3.882191 0.043 0.100 0.103 0.227
H -2.795635 -1.476779 5.131703 -0.064 0.589 0.239 0.214
H -1.251813 -2.183188 4.947110 0.155 -0.127 -0.186 0.197
H -1.456604 0.715649 5.634159 -0.579 0.424 0.472 0.149
H -0.032633 -0.096280 5.836691 0.358 -0.941 -0.267 0.159
H -1.048508 -0.266054 7.940244 0.290 0.344 -0.506 0.474
C 1.379314 -4.066635 -4.709735 -0.356 -0.884 -0.474 -0.624
C 1.404812 -2.877784 -3.848977 0.755 1.579 0.393 -0.065
O 0.279746 -1.999579 -3.984140 -0.041 -0.949 -0.096 -0.734
H 0.531124 -4.682551 -4.410858 -0.293 -0.076 -0.776 0.208
H 2.254643 -4.699870 -4.565144 0.215 0.197 0.313 0.209
H 1.450853 -3.739111 -5.746898 -0.730 -0.390 -0.183 0.208
H 2.248689 -2.290851 -4.211584 0.574 0.094 0.605 0.148
H 1.533947 -3.187081 -2.811790 0.087 0.229 0.169 0.160
H 0.331076 -1.411832 -3.226832 -0.261 0.296 0.115 0.488
C -2.167165 -6.180657 0.582080 0.041 -0.944 1.014 -0.624
C -1.914193 -7.096218 1.839272 -0.621 0.926 -2.667 -0.067
O -2.181792 -8.425656 1.338385 0.190 0.144 1.120 -0.731
H -1.572700 -6.632245 -0.212139 0.518 0.680 -0.038 0.201
H -1.971761 -5.139369 0.838303 0.174 0.023 -0.498 0.211
H -3.176436 -6.308406 0.190734 -0.245 0.162 0.482 0.208
H -2.593051 -6.773947 2.628837 0.080 -0.616 0.209 0.174
H -0.869363 -6.953283 2.114974 -0.073 -0.246 0.373 0.163
H -1.327657 -8.836899 1.186939 -0.063 -0.122 0.004 0.465

***

Listing DFT total energy for the structures above in their given order: -99538.8347 -194532.2864 -9739.2584 -10702.5313 -11578.6734 -31197.2704 eV.